Record 1
This record from OMol25 describes the ion C7H15N2S with charge +1 at a distorted geometry. The level of theory is ωB97M-V/def2-TZVPD.

## Properties
Structure (SMILES): CC1=N[C@@H](S)[NH2+]C(C)(C)C1
ΔE to the lowest compared entry with this formula, charge and spin: 2.442 eV
Charge: +1
Molecular weight: 159.3 g mol⁻¹
Highest occupied orbital energy: -0.496 Eh
Total energy: -783.1132 hartree

Each atom is followed by the atoms it is bonded to, with distances in Å.
CARTESIAN COORDINATES (ANGSTROEM)
1 N 1.32 -0.01 -0.63  C2 1.656, C3 1.500, H8 1.030, H13 1.048
2 C 0.57 1.25 -1.40  N1 1.656, H15 1.138, N16 1.381, S23 1.902
3 C 0.51 -0.84 0.32  N1 1.500, C6 1.560, C10 1.557, C17 1.560
4 H -0.79 -1.47 -1.07  C6 1.046
5 C -1.33 0.92 -0.04  C10 1.516, N16 1.289, C25 1.505
6 C -0.04 -2.00 -0.57  C3 1.560, H4 1.046, H20 1.136, H21 1.050
7 H 1.01 -2.08 2.14  C17 1.173
8 H 2.12 0.45 -0.18  N1 1.030
9 H -0.08 0.68 1.83  C10 1.152
10 C -0.56 0.09 0.96  C3 1.557, C5 1.516, H9 1.152, H24 1.113
11 H 0.70 3.58 -1.13  S23 1.375
12 H 2.06 -0.59 1.90  C17 1.046
13 H 1.67 -0.60 -1.42  N1 1.048
14 H -3.21 0.00 -0.09  C25 1.157
15 H 0.66 1.27 -2.54  C2 1.138
16 N -0.76 1.43 -1.08  C2 1.381, C5 1.289
17 C 1.52 -1.33 1.40  C3 1.560, H7 1.173, H12 1.046, H18 1.155
18 H 2.30 -1.97 0.82  C17 1.155
19 H -2.82 1.22 1.32  C25 1.118
20 H -0.26 -2.77 0.24  C6 1.136
21 H 0.83 -2.25 -1.10  C6 1.050
22 H -3.12 1.83 -0.46  C25 1.087
23 S 1.75 2.69 -1.03  C2 1.902, H11 1.375
24 H -1.24 -0.54 1.57  C10 1.113
25 C -2.81 1.04 0.22  C5 1.505, H14 1.157, H19 1.118, H22 1.087

Mulliken atomic charge list, values in e, 5 entries: -0.15, -0.17, 0.64, 0.46, 0.68


Record 2
This record from OMol25 describes the ion C7H15N2Si with charge +1 at a distorted geometry. The level of theory is ωB97M-V/def2-TZVPD.

## Properties
Structure (SMILES): Cc1c[nH]c([Si](C)(C)C)[nH+]1
ΔE to the lowest compared entry with this formula, charge and spin: 1.358 eV
Charge: +1
Molecular weight: 155.3 g mol⁻¹
Highest occupied orbital energy: -0.476 Eh
Total energy: -674.4681 hartree

Each atom is followed by the atoms it is bonded to, with distances in Å.
CARTESIAN COORDINATES (ANGSTROEM)
1 H -0.40 -1.82 2.40  C22 1.142
2 H 2.66 -0.48 -1.27  C13 1.168
3 H 1.64 1.65 1.12  C12 1.074
4 H 3.68 -1.13 0.13  C13 1.166
5 H -2.79 2.43 -2.70  C20 1.088
6 H -0.92 -1.91 -1.08  N21 1.012
7 Si 1.22 -0.81 0.85  C8 1.937, C12 1.917, C13 1.892, C22 1.902
8 C -0.37 -0.10 0.01  Si7 1.937, N21 1.642, N25 1.279
9 H 0.23 -3.04 1.26  C22 1.073
10 C -1.81 1.11 -1.25  C17 1.382, C20 1.479, N25 1.420
11 H 2.54 -2.25 -0.67  C13 1.090
12 C 1.42 0.85 1.80  H3 1.074, Si7 1.917, H19 1.052, H24 1.157
13 C 2.62 -1.21 -0.36  H2 1.168, H4 1.166, Si7 1.892, H11 1.090
14 H 1.18 -2.66 2.58  C22 1.017
15 H -2.60 -0.35 -2.58  C17 1.073
16 H -1.65 3.12 -1.47  C20 1.102
17 C -1.87 -0.15 -1.82  C10 1.382, H15 1.073, N21 1.339
18 H -3.23 2.62 -0.91  C20 1.127
19 H 0.54 1.14 2.30  C12 1.052
20 C -2.43 2.38 -1.68  H5 1.088, C10 1.479, H16 1.102, H18 1.127
21 N -0.91 -0.93 -1.30  H6 1.012, C8 1.642, C17 1.339
22 C 0.54 -2.24 1.90  H1 1.142, Si7 1.902, H9 1.073, H14 1.017
23 H -0.60 1.97 0.27  N25 1.054
24 H 2.15 0.71 2.68  C12 1.157
25 N -0.86 1.07 -0.20  C8 1.279, C10 1.420, H23 1.054

Mulliken atomic charge list, values in e, 5 entries: 0.26, 0.32, 0.37, 0.33, 0.38


Record 3
This record from OMol25 describes the ion C7H15N2Si with charge +1 at a distorted geometry. The level of theory is ωB97M-V/def2-TZVPD.

## Properties
Structure (SMILES): Cc1c[nH+]c([Si](C)(C)C)[nH]1
ΔE to the lowest compared entry with this formula, charge and spin: 0.523 eV
Charge: +1
Molecular weight: 155.3 g mol⁻¹
Highest occupied orbital energy: -0.491 Eh
Total energy: -674.4988 hartree

Each atom is followed by the atoms it is bonded to, with distances in Å.
CARTESIAN COORDINATES (ANGSTROEM)
1 H -0.94 -1.54 0.30  N25 0.979
2 C 0.74 -3.61 -0.44  H9 1.018, H13 1.101, C17 1.509, H19 1.064
3 H -2.41 0.84 -1.53  C18 1.026
4 N 1.75 -0.11 -0.03  H11 1.031, C12 1.326, C14 1.358
5 C 0.46 2.86 0.32  Si6 1.866, H16 1.077, H22 1.041, H24 1.139
6 Si -0.72 1.42 0.23  C5 1.866, C10 1.905, C12 1.922, C18 1.885
7 H -1.85 2.24 -1.85  C18 1.015
8 H -0.95 0.88 -2.23  C18 1.069
9 H 0.23 -3.59 -1.32  C2 1.018
10 C -1.84 1.04 1.73  Si6 1.905, H15 1.059, H20 1.109, H21 1.126
11 H 2.37 0.71 -0.16  N4 1.031
12 C 0.44 -0.11 0.15  N4 1.326, Si6 1.922, N25 1.326
13 H 0.22 -4.17 0.36  C2 1.101
14 C 2.20 -1.38 -0.16  N4 1.358, C17 1.396, H23 1.010
15 H -1.16 0.95 2.54  C10 1.059
16 H 1.17 3.05 -0.47  C5 1.077
17 C 1.07 -2.19 -0.04  C2 1.509, C14 1.396, N25 1.353
18 C -1.53 1.35 -1.47  H3 1.026, Si6 1.885, H7 1.015, H8 1.069
19 H 1.50 -4.35 -0.56  C2 1.064
20 H -2.65 1.78 1.66  C10 1.109
21 H -2.49 0.15 1.48  C10 1.126
22 H 1.21 2.90 1.04  C5 1.041
23 H 3.18 -1.60 -0.32  C14 1.010
24 H 0.00 3.85 0.63  C5 1.139
25 N 0.01 -1.37 0.13  H1 0.979, C12 1.326, C17 1.353

Mulliken atomic charge list, values in e, 5 entries: 0.22, -1.34, 0.45, 0.06, -1.35


Record 4
This record from OMol25 describes the ion C7H15N3 with charge +2 at a distorted geometry. The level of theory is ωB97M-V/def2-TZVPD.

## Properties
Structure (SMILES): C=[NH+]C/C=N/[NH+]1CCCC1
ΔE to the lowest compared entry with this formula, charge and spin: 5.323 eV
Charge: +2
Molecular weight: 141.2 g mol⁻¹
Highest occupied orbital energy: -0.686 Eh
Total energy: -439.2276 hartree

Each atom is followed by the atoms it is bonded to, with distances in Å.
CARTESIAN COORDINATES (ANGSTROEM)
1 H -0.79 -1.96 0.64  C23 1.162
2 H 3.49 1.59 -0.11  C21 1.113
3 C 1.52 -1.18 0.22  H4 1.073, H6 1.081, N14 1.521, C24 1.591
4 H 1.19 -1.04 1.22  C3 1.073
5 H -3.11 -1.59 -0.21  C16 1.096
6 H 1.46 -2.25 0.05  C3 1.081
7 H -3.17 -1.14 1.45  C16 1.062
8 H -2.20 1.18 -1.40  C9 1.081
9 C -3.00 1.36 -0.70  H8 1.081, H15 1.169, N19 1.236
10 H 3.59 -0.97 0.90  C24 1.097
11 H 1.44 1.81 -1.08  C13 1.084
12 H 2.53 0.93 1.28  C21 1.045
13 C 1.30 1.18 -0.21  H11 1.084, N14 1.568, H20 1.054, C21 1.528
14 N 0.74 -0.21 -0.65  C3 1.521, C13 1.568, H22 1.055, N25 1.383
15 H -3.48 2.43 -0.72  C9 1.169
16 C -2.85 -0.80 0.50  H5 1.096, H7 1.062, N19 1.410, C23 1.603
17 H 3.47 -0.71 -0.99  C24 1.112
18 H -4.11 0.81 0.84  N19 1.141
19 N -3.33 0.46 0.08  C9 1.236, C16 1.410, H18 1.141
20 H 0.65 1.39 0.60  C13 1.054
21 C 2.72 0.87 0.26  H2 1.113, H12 1.045, C13 1.528, C24 1.568
22 H 0.87 -0.30 -1.70  N14 1.055
23 C -1.29 -1.00 0.19  H1 1.162, C16 1.603, N25 1.233
24 C 3.01 -0.65 0.02  C3 1.591, H10 1.097, H17 1.112, C21 1.568
25 N -0.63 -0.21 -0.48  N14 1.383, C23 1.233

Mulliken atomic charge list, values in e, 5 entries: 0.43, 0.41, -0.83, 0.52, 0.32


Record 5
This record from OMol25 describes the ion C7H15N3S with charge +2 at a distorted geometry. The level of theory is ωB97M-V/def2-TZVPD.

## Properties
Structure (SMILES): C[C@@]1(CSCC[NH3+])C=NC=[NH+]1
ΔE to the lowest compared entry with this formula, charge and spin: 0.948 eV
Charge: +2
Molecular weight: 173.3 g mol⁻¹
Highest occupied orbital energy: -0.596 Eh
Total energy: -837.5025 hartree

Each atom is followed by the atoms it is bonded to, with distances in Å.
CARTESIAN COORDINATES (ANGSTROEM)
1 C -1.74 -0.67 -1.84  C2 1.486, N7 1.236, H15 1.093
2 C -0.31 -0.93 -2.16  C1 1.486, C4 1.685, C5 1.506, N13 1.466
3 H -1.06 1.73 1.59  C19 1.048
4 C 0.61 -0.68 -0.77  C2 1.685, H10 1.151, H16 1.150, S17 1.798
5 C 0.31 -0.14 -3.28  C2 1.506, H11 1.131, H21 1.102, H23 1.131
6 C -1.64 -2.75 -2.27  N7 1.394, H9 1.030, N13 1.328
7 N -2.44 -1.69 -1.84  C1 1.236, C6 1.394
8 H 1.53 2.36 2.74  N14 1.042
9 H -2.14 -3.64 -2.42  C6 1.030
10 H 0.34 -1.61 -0.14  C4 1.151
11 H 1.40 -0.30 -3.52  C5 1.131
12 H -1.14 0.09 1.46  C19 1.014
13 N -0.38 -2.36 -2.46  C2 1.466, C6 1.328, H26 0.991
14 N 0.82 1.90 3.34  H8 1.042, H20 1.072, C24 1.498, H25 1.052
15 H -2.03 0.35 -1.58  C1 1.093
16 H 1.73 -0.77 -1.02  C4 1.150
17 S 0.64 0.91 0.07  C4 1.798, C19 1.880
18 H -0.41 0.16 3.58  C24 1.130
19 C -0.48 0.86 1.58  H3 1.048, H12 1.014, S17 1.880, C24 1.484
20 H 1.62 1.66 4.01  N14 1.072
21 H 0.20 0.95 -3.36  C5 1.102
22 H 0.99 -0.12 2.60  C24 1.017
23 H -0.15 -0.42 -4.27  C5 1.131
24 C 0.30 0.60 2.81  N14 1.498, H18 1.130, C19 1.484, H22 1.017
25 H 0.09 2.48 3.84  N14 1.052
26 H 0.35 -3.00 -2.66  N13 0.991

Mulliken atomic charge list, values in e, 5 entries: -0.24, 1.42, 0.51, -1.05, -1.64


no.,E_LUMO (eV)
1,-3.26
2,-3.71
3,-2.69
4,-8.02
5,-7.97